one.
This record from OMol25 describes an isolated molecule of ClH2NO2S. The level of theory is the ωB97M-V functional and the def2-TZVPD basis.

Values from the calculation:
Gap between HOMO and LUMO (alpha / beta)   0.3181 / 0.3181 hartree
SMILES   NS(=O)(=O)Cl

Positions of all 7 atoms, in Å:
N1 0.3192 -0.1181 -0.0573
S1 1.8004 0.5257 -0.3605
O1 1.5875 2.1364 0.9236
O2 2.0886 0.7176 -1.7295
Cl1 2.9743 -0.8732 0.5656
H1 0.2225 -0.3853 0.9135
H2 -0.3466 0.6243 -0.0349

two.
This record from OMol25 describes a cluster of 2 separate species, ClH2NO2S in total. The level of theory is the ωB97M-V functional and the def2-TZVPD basis.

Values from the calculation:
Gap between HOMO and LUMO (alpha / beta)   0.3362 / 0.2454 hartree

Positions of all 7 atoms, in Å:
N1 0.0705 0.7174 0.3308
O1 -3.0816 1.3988 0.8237
O2 -1.6158 0.3424 -0.9620
S1 -3.0342 0.6560 -0.4215
Cl1 -3.8132 -1.3009 0.2462
H1 0.3461 -0.2265 0.5185
H2 -0.6814 0.7716 0.9417

three.
This record from OMol25 describes a cluster of 2 separate species, ClH2NO2S in total. The level of theory is the ωB97M-V functional and the def2-TZVPD basis.

Values from the calculation:
Gap between HOMO and LUMO (alpha / beta)   0.3269 / 0.2913 hartree

Positions of all 7 atoms, in Å:
N1 -0.1436 -0.2897 -0.2488
O1 -2.0875 0.4726 0.1662
O2 -0.4989 -1.1097 -1.1258
S1 -2.9704 -0.3744 -0.6600
Cl1 -3.3354 -2.0514 0.3353
H1 -0.0976 -0.4802 0.8482
H2 0.3561 0.5916 -0.6502

Most stable: three. Least stable: one.

one.
This record from OMol25 describes a cluster of 2 separate species, C6H5NO3S in total. The level of theory is the ωB97M-V functional and the def2-TZVPD basis.

Values from the calculation:
Gap between HOMO and LUMO (alpha / beta)   0.2965 / 0.2851 hartree

Positions of all 16 atoms, in Å:
C1 -2.3025 -0.0086 0.1919
C2 -1.7054 1.0700 -0.4477
C3 -1.6263 -1.1621 0.4295
C4 -0.2702 1.0075 -0.7028
C5 -0.2939 -1.3015 0.1542
C6 0.2603 -0.2223 -0.4883
N1 2.5202 0.7913 0.3567
O1 2.3052 1.8888 -0.1851
O2 2.5307 0.5060 1.4991
O3 2.9963 -1.7998 -0.0814
S1 2.8149 -0.5338 -0.8303
H1 -3.4057 -0.0053 0.4849
H2 -2.1955 1.9537 -0.4533
H3 -2.2381 -2.0096 0.8572
H4 0.2651 1.9547 -1.0258
H5 0.3450 -2.1290 0.2411

two.
This record from OMol25 describes a cluster of 2 separate species, C6H5NO3S in total. The level of theory is the ωB97M-V functional and the def2-TZVPD basis.

Values from the calculation:
Gap between HOMO and LUMO   0.2747 hartree

Positions of all 16 atoms, in Å:
C1 -0.3515 1.1875 0.0211
C2 -0.7214 0.2018 -0.9933
C3 0.6053 0.9426 0.9030
C4 -0.1227 -1.0054 -0.9919
C5 1.3085 -0.3352 0.8871
C6 0.9053 -1.4127 -0.1153
N1 2.3572 -0.4036 1.6524
O1 4.5807 1.1399 -0.0474
O2 2.8250 -0.0623 -1.2871
O3 1.5627 -2.4001 -0.2232
S1 3.8397 -0.0491 -0.2503
H1 -0.6380 2.2287 -0.1298
H2 -1.6130 0.3160 -1.5107
H3 0.8449 1.5809 1.6919
H4 -0.3272 -1.9173 -1.6991
H5 2.6581 -1.3898 1.8650

Most stable: two. Least stable: one.

one.
This record from OMol25 describes a structure of composition C20H38IrN2O2PS4. The level of theory is the ωB97M-V functional and the def2-TZVPD basis.

Values from the calculation:
Total charge   +2
Gap between HOMO and LUMO   0.2818 hartree

Positions of all 68 atoms, in Å:
Ir1 0.3543 0.5319 -0.1917
C1 3.3293 -0.4435 0.2821
C2 2.4310 0.5083 -0.5029
S1 0.0637 1.6729 -2.2132
C3 -1.4501 0.8069 -2.7877
C4 -2.5748 0.9378 -1.7772
S2 -2.1221 0.5261 -0.0660
C5 -2.2331 -1.2743 0.1114
C6 -1.5678 -1.5739 1.4516
S3 0.1259 -0.8828 1.6848
C7 1.1880 -2.3511 1.5390
C8 2.4675 -2.0800 2.3257
S4 3.1175 -0.4127 2.0852
H1 4.3723 -0.1897 0.0840
H2 3.1928 -1.4695 -0.0520
H3 2.5889 0.2777 -1.5619
H4 2.8083 1.5271 -0.3761
H5 -1.1841 -0.2348 -2.9396
H6 -1.7355 1.2600 -3.7371
H7 -3.4297 0.3266 -2.0674
H8 -2.9278 1.9683 -1.7163
H9 -1.7188 -1.7592 -0.7131
H10 -3.2814 -1.5711 0.1453
H11 -1.5195 -2.6447 1.6413
H12 -2.1449 -1.1191 2.2594
H13 1.3835 -2.5467 0.4869
H14 0.6351 -3.1832 1.9762
H15 3.2198 -2.8217 2.0558
H16 2.2809 -2.1695 3.3961
C9 -0.7914 3.9303 0.3002
C10 -0.2511 3.1185 1.4995
C11 0.6365 4.0507 2.3447
C12 0.6143 2.0794 0.8446
C13 -1.3490 2.5459 2.3844
C14 -0.9769 1.6965 3.4246
C15 -1.9282 1.1667 4.2845
C16 -3.2669 1.5035 4.1299
C17 -3.6391 2.3847 3.1252
C18 -2.6862 2.9033 2.2591
H17 0.0159 4.2398 -0.3659
H18 -1.2618 4.8365 0.6820
H19 -1.5281 3.3724 -0.2781
H20 1.3971 4.5293 1.7250
H21 1.1343 3.5040 3.1458
H22 0.0228 4.8268 2.8007
H23 1.6642 2.3884 0.9032
H24 0.0713 1.4683 3.5851
H25 -1.6205 0.5160 5.0936
H26 -4.0099 1.1087 4.8099
H27 -4.6748 2.6792 3.0197
H28 -3.0051 3.5897 1.4856
N1 1.8215 -0.3433 -4.2451
C19 1.2138 -1.6660 -4.0953
P1 1.1459 -2.2451 -2.3681
O1 2.4863 -2.7172 -1.8900
O2 0.3019 -1.3306 -1.5025
C20 0.2372 -3.8767 -2.5302
N2 1.2682 -4.9285 -2.2118
H29 2.8163 -0.3879 -4.0445
H30 0.9189 0.9779 -3.0502
H31 1.7433 -0.0403 -5.2110
H32 1.7470 -2.4444 -4.6546
H33 0.1903 -1.6384 -4.4787
H34 -0.1551 -4.0545 -3.5290
H35 -0.5808 -3.9467 -1.8180
H36 1.0073 -5.5206 -1.4258
H37 2.1297 -4.3554 -1.9677
H38 1.4713 -5.5371 -3.0035

two.
This record from OMol25 describes a structure of composition C20H38IrN2O2PS4. The level of theory is the ωB97M-V functional and the def2-TZVPD basis.

Values from the calculation:
Total charge   +2
Gap between HOMO and LUMO   0.2844 hartree

Positions of all 68 atoms, in Å:
Ir1 -0.5801 -0.4312 -0.0668
C1 -2.4921 1.4207 1.6737
C2 -2.4220 0.3263 0.6115
S1 -1.6767 -1.3766 -1.9221
C3 -0.3982 -1.0184 -3.1885
C4 0.9461 -1.6141 -2.8114
S2 1.4867 -1.2930 -1.1048
C5 2.3329 0.3108 -1.0840
C6 2.4747 0.6871 0.3878
S3 0.9370 0.6271 1.4006
C7 0.4821 2.3666 1.6391
C8 -0.2729 2.4456 2.9631
S4 -1.5022 1.1316 3.1655
H1 -3.5278 1.5295 2.0012
H2 -2.2048 2.3845 1.2606
H3 -2.9488 0.7174 -0.2666
H4 -3.0252 -0.5211 0.9494
H5 -0.3295 0.0611 -3.2744
H6 -0.7458 -1.4446 -4.1296
H7 1.7232 -1.2733 -3.4957
H8 0.9210 -2.7029 -2.8754
H9 1.7453 1.0379 -1.6369
H10 3.3231 0.1959 -1.5253
H11 2.9058 1.6817 0.4916
H12 3.1375 -0.0195 0.8936
H13 -0.1200 2.7117 0.8026
H14 1.4114 2.9369 1.6842
H15 -0.7541 3.4199 3.0544
H16 0.4161 2.3328 3.8002
C9 -0.2687 -4.0476 0.2934
C10 -0.0767 -3.1015 1.5060
C11 -0.7766 -3.7525 2.7154
C12 -0.8627 -1.9058 1.0678
C13 1.3829 -2.8401 1.8592
C14 1.6595 -1.9799 2.9207
C15 2.9647 -1.7518 3.3323
C16 4.0159 -2.3987 2.6972
C17 3.7494 -3.2811 1.6598
C18 2.4426 -3.5027 1.2476
H17 -1.3230 -4.1346 0.0226
H18 0.0773 -5.0415 0.5781
H19 0.2904 -3.7178 -0.5813
H20 -1.8047 -4.0239 2.4692
H21 -0.7911 -3.0829 3.5747
H22 -0.2403 -4.6560 3.0032
H23 -1.8904 -1.9893 1.4396
H24 0.8442 -1.4934 3.4450
H25 3.1584 -1.0866 4.1641
H26 5.0336 -2.2385 3.0276
H27 4.5598 -3.8137 1.1798
H28 2.2638 -4.2044 0.4438
N1 -3.3480 1.2466 -2.8276
C19 -2.3273 2.2177 -3.2207
P1 -1.2412 2.6281 -1.8227
O1 -1.9660 3.4603 -0.8066
O2 -0.4424 1.4158 -1.3915
C20 -0.0623 3.8874 -2.5502
N2 -0.4713 5.2048 -1.9434
H29 -3.9757 1.6496 -2.1381
H30 -2.5074 -0.3333 -2.2878
H31 -3.9198 0.9944 -3.6270
H32 -2.7384 3.1655 -3.5910
H33 -1.7133 1.7958 -4.0208
H34 -0.1144 3.9545 -3.6346
H35 0.9637 3.6687 -2.2650
H36 0.2964 5.6861 -1.4784
H37 -1.2107 4.9245 -1.2334
H38 -0.8726 5.8477 -2.6245

Most stable: two. Least stable: one.